## A
DFT (ωB97M-V/def2-TZVPD) results for 2 unconnected molecules or ions with the total composition CH4N2O3.

```
! RIJCOSX wB97M-V def2-TZVPD def2/J DEFGRID3
* xyz 0 1
O 2.12 0.26 1.55
C 1.01 0.09 1.87
O -0.02 0.10 2.41
N -1.30 0.50 -1.01
N -0.80 -0.74 -0.82
O 0.54 -0.77 -0.11
H -0.73 1.15 -1.55
H -1.60 0.91 -0.13
H -0.61 -1.18 -1.73
H 1.38 -0.32 -0.48
*
```

Results
- HOMO energy: -0.378 Ha
- E_LUMO: 0.6 eV
- Gap between HOMO and LUMO: 0.39814 hartree


## B
DFT (ωB97M-V/def2-TZVPD) results for CH4N2O3 in the gas phase.

```
! RIJCOSX wB97M-V def2-TZVPD def2/J DEFGRID3
* xyz 0 1
O 0.21 1.96 0.63
C 0.15 0.81 0.14
N 0.80 -0.19 0.79
O 1.16 -1.33 0.19
N -0.74 0.67 -0.92
O -1.42 -0.63 -0.74
H 1.39 0.33 1.60
H 0.55 -2.02 0.55
H -1.37 1.53 -1.08
H -0.73 -1.13 -1.15
*
```

Results
- HOMO energy: -0.357 Ha
- E_LUMO: 0.5 eV
- Gap between HOMO and LUMO: 0.37449 hartree


Which structure wins on stability? A wins.


## A
DFT (ωB97M-V/def2-TZVPD) results for CH4N2O3 in the gas phase.

```
! RIJCOSX wB97M-V def2-TZVPD def2/J DEFGRID3
* xyz 0 1
N 1.16 -0.99 -0.18
N 0.46 0.13 -0.48
O 1.14 1.35 0.10
C -0.76 0.56 -0.03
O -1.36 1.58 -0.26
O -1.43 -0.69 0.13
H 1.20 -1.64 -0.95
H 0.90 -1.39 0.72
H 1.07 1.64 1.02
H -2.37 -0.55 -0.07
*
```

Results
- HOMO energy: -0.371 Ha
- E_LUMO: 0.3 eV
- Gap between HOMO and LUMO: 0.38231 hartree


## B
DFT (ωB97M-V/def2-TZVPD) results for 2 unconnected molecules or ions with the total composition CH4N2O3.

```
! RIJCOSX wB97M-V def2-TZVPD def2/J DEFGRID3
* xyz 0 1
C -0.15 0.22 0.60
N -1.07 0.97 0.08
N 1.12 0.17 0.06
O 1.87 -0.47 0.69
O 1.23 0.68 -0.99
O -0.28 -1.59 -0.71
H -0.23 -0.25 1.53
H -0.89 1.25 -0.83
H -2.10 1.11 0.17
H 0.51 -2.10 -0.62
*
```

Results
- HOMO energy (spin up / spin down): -0.329 / -0.354 Ha
- E_LUMO (spin up / spin down): -1.2 / -1.1 eV
- Gap between HOMO and LUMO (spin up / spin down): 0.28650 / 0.31282 hartree


Which structure wins on stability? A wins.